[1]
Density functional theory data (ωB97M-V/def2-TZVPD) for an isolated molecule of C22H29N3O2S.

Frontier orbital gap ... 8.99 eV
Highest occupied orbital energy ... -0.3038 Ha
SMILES ... Cn1cccc1[C@@H](C(=O)NC1CCCCC1)N(C(=O)Cc1cccs1)C1CC1
Energy above the lowest of the compared OMol25 structures with the same formula, charge and spin ... 1.346 eV
E ... -42685.563 eV

Geometry as XYZ:
```
57
Properties=species:S:1:pos:R:3:forces:R:3:lowdin_charge:R:1
H 5.792276 -0.532536 -2.716816 -0.1 0.0 -0.1 0.110
N -0.954507 -0.939128 0.001283 0.7 -0.1 0.3 0.049
C 5.256988 1.063049 0.301889 0.3 -0.2 0.1 -0.203
C 5.206673 -0.233706 -1.845390 0.3 -0.2 0.1 -0.199
H 0.910931 1.840712 2.986402 0.0 -0.1 0.0 0.100
H 0.443069 -0.553131 -1.409708 0.1 0.1 0.4 0.156
N 0.733755 1.864696 0.916910 -0.1 0.1 -0.1 -0.088
C -2.199332 -1.603747 2.118680 0.0 0.0 0.0 -0.099
H 4.336873 0.315866 -2.213584 0.0 0.1 -0.1 0.107
H -2.994765 0.563089 -2.408043 0.2 0.0 -0.2 0.115
H 1.364863 0.332630 2.183010 0.0 0.1 0.1 0.071
C -1.598518 -1.555506 -1.025034 -0.3 -0.3 0.1 -0.432
H -1.059306 -0.118813 3.325068 -0.1 0.1 0.0 0.104
H 4.123870 -2.100188 -1.723594 0.0 -0.1 0.0 0.119
H -2.137399 0.386946 1.144571 0.0 -0.1 0.1 0.147
H -0.618012 1.753689 -2.038333 -0.1 -0.1 -0.2 0.104
H 5.726118 -0.725002 1.397571 0.1 0.0 0.1 0.120
C -3.085757 -1.841808 -0.850089 0.1 -0.2 -0.3 -0.095
C -0.207436 2.022120 -1.085079 0.1 -0.2 0.0 -0.039
H 6.333776 1.572531 -1.497831 0.1 0.0 0.0 0.109
H -0.422399 4.228344 -1.007810 0.0 0.2 0.0 0.091
H -6.081480 1.924671 0.290067 -0.1 0.2 0.1 0.057
C -0.104523 3.314481 -0.547272 0.0 0.1 0.1 -0.080
C 1.398799 1.414068 2.108086 0.3 -0.1 0.4 -0.012
H 4.375536 1.642674 0.016743 -0.1 0.1 0.0 0.106
S -5.047638 -0.272507 0.425207 0.3 0.2 -0.5 1.031
C 0.344607 -0.347921 -0.330247 -0.4 -0.2 -0.1 -0.114
H 2.693101 0.209402 -0.782696 -0.2 0.0 0.0 0.138
C -5.340006 1.311226 -0.181576 -0.1 -0.3 0.2 -0.414
H -0.057756 -1.428338 2.552756 0.0 0.0 -0.1 0.085
C 4.759116 -1.481746 -1.086810 -0.2 0.1 0.0 -0.142
H 5.873052 1.695537 0.944524 -0.1 0.1 0.0 0.110
C -0.975814 -0.863371 2.548016 0.1 0.0 0.1 -0.089
C 1.539618 -1.064511 0.305581 -0.1 0.2 -0.3 -0.437
C 0.482021 3.180132 0.680742 -0.1 0.4 0.0 -0.099
H -3.394157 -2.407897 -1.734431 0.1 0.0 0.2 0.132
H 5.636920 -2.070390 -0.814414 0.1 -0.1 0.0 0.119
H -2.056118 -2.639514 1.853027 0.1 -0.1 -0.1 0.112
C -1.603865 -0.559516 1.217530 -0.2 0.3 0.1 -0.264
C -3.833397 -0.553441 -0.782610 -0.5 0.2 0.3 -0.535
C 3.999355 -1.128515 0.195298 0.2 -0.4 0.3 -0.302
H 0.743200 3.924773 1.407037 0.1 0.1 0.2 0.115
O 1.456919 -1.998653 1.075776 -0.1 -0.3 0.1 0.072
H 2.443912 1.737631 2.104592 -0.1 -0.1 0.0 0.090
C -3.691588 0.532089 -1.589922 0.0 -0.3 0.1 -0.129
H -3.284481 -2.443730 0.033445 0.1 0.0 0.0 0.100
H 6.953017 0.152161 -0.652256 0.1 0.0 0.0 0.115
H -3.148412 -1.388881 2.586034 -0.1 0.1 0.0 0.091
O -1.035135 -1.818999 -2.071136 0.0 -0.1 -0.4 0.063
C 4.834946 -0.186965 1.069400 -0.2 0.1 -0.1 -0.145
N 2.709684 -0.549197 -0.119872 0.3 0.2 -0.2 0.120
H 4.263334 0.084534 1.958659 0.0 -0.1 0.1 0.104
C -4.552055 1.599281 -1.246050 -0.1 0.1 0.1 -0.182
H -4.578274 2.537206 -1.771060 0.0 0.2 -0.1 0.101
C 6.041171 0.675666 -0.948277 -0.2 0.2 -0.1 -0.205
C 0.320514 1.141072 -0.167223 0.0 -0.2 -0.5 -0.204
H 3.776821 -2.042290 0.757404 0.1 0.2 -0.1 0.146
```
Forces are in eV/Å.

=====

[2]
Density functional theory data (ωB97M-V/def2-TZVPD) for an isolated molecule of C22H29N3O5.

Frontier orbital gap ... 7.84 eV
Highest occupied orbital energy ... -0.2730 Ha
SMILES ... CCCNC(=O)COc1coc(CN2CCN(c3ccccc3OC)CC2)cc1=O
Energy above the lowest of the compared OMol25 structures with the same formula, charge and spin ... 4.288 eV
E ... -37991.256 eV

Geometry as XYZ:
```
59
Properties=species:S:1:pos:R:3:forces:R:3:lowdin_charge:R:1
H 3.356504 2.219949 -3.463942 0.0 0.0 0.1 0.127
H -3.941798 -0.810101 2.883821 0.0 -0.1 0.0 0.127
C 1.691438 -0.160001 3.324963 0.1 0.0 -0.1 -0.025
C -1.646252 -0.542833 -2.758155 -0.1 -0.3 0.2 0.081
C 2.740224 1.808364 -2.657580 -0.1 0.2 0.1 -0.174
N -3.218306 -0.641510 0.345055 -0.1 0.0 -0.1 -0.151
C 0.470708 0.176201 2.755279 -0.1 0.1 -0.1 -0.190
H 2.019237 2.179606 1.973385 0.0 0.0 0.0 0.102
H 2.555914 -2.540206 -1.336608 0.0 0.1 -0.1 0.128
H 1.949373 4.230474 -1.584848 0.1 0.1 0.1 0.069
C -2.329062 0.502170 0.474264 0.0 0.2 0.2 -0.154
H 2.732722 -1.180439 4.884866 0.1 0.0 0.0 0.100
C -0.338739 -0.746208 -3.346307 0.2 -0.2 0.2 -0.343
H -3.513469 -2.536938 1.141683 0.0 0.0 0.0 0.126
C -2.829846 -1.693526 1.263917 -0.1 0.0 0.4 -0.161
H -2.680227 -1.956011 3.394033 -0.1 0.1 0.0 0.110
O 0.386300 0.946412 1.620802 -0.3 -0.3 0.4 -0.130
H 0.638910 -1.935604 5.990789 0.0 0.0 0.1 0.099
C 0.603812 -1.356921 5.080065 0.1 -0.1 0.0 -0.102
O 1.661411 -2.111322 -3.182459 -0.4 -0.2 -0.1 -0.037
C -0.728368 -0.289473 3.341677 0.3 0.1 0.2 -0.152
C 2.720236 -1.964309 -2.253693 0.3 0.1 0.3 -0.075
H 2.605422 0.159721 2.851130 0.1 0.1 -0.1 0.106
C 2.975572 -0.496945 -1.869701 -0.2 -0.4 -0.2 -0.468
H 0.473950 4.427200 -2.534128 -0.1 0.1 0.0 0.070
H -1.652888 1.834737 2.036161 -0.1 0.0 0.0 0.124
O 0.139491 -0.054052 -4.234202 -0.1 -0.1 -0.1 0.051
O 3.461645 -0.209435 -0.790570 0.2 -0.1 0.3 0.039
N -2.021021 -0.035429 2.876379 -0.2 0.1 -0.1 -0.091
H 0.301203 -3.415640 -1.240322 0.0 0.0 0.0 0.152
H -1.293263 0.252747 0.199172 -0.1 0.0 0.0 0.117
H -2.228054 0.290240 -3.118033 -0.1 0.1 0.0 0.131
H 3.239407 1.990876 -1.702530 0.0 0.0 -0.1 0.120
C 1.767652 -0.929146 4.472755 0.0 0.0 0.0 -0.098
C -0.615467 -1.032740 4.519482 0.1 0.0 -0.1 -0.033
O -1.420777 -2.368026 -1.278968 -0.2 0.0 0.1 0.060
H -3.969725 -0.295181 -1.553119 0.1 -0.1 -0.1 0.130
H 2.268242 0.923790 0.723168 -0.1 0.1 0.1 0.071
C 0.400756 -1.854717 -2.712821 -0.1 0.0 0.2 -0.169
H 0.868370 2.218772 -3.624982 -0.1 0.0 0.1 0.099
C -2.341871 1.001242 1.925134 0.1 0.3 -0.3 -0.137
C -3.413352 -1.073873 -1.025723 0.2 -0.1 0.1 -0.108
C -2.122735 -1.330348 -1.769162 -0.2 0.7 -0.4 -0.226
C -0.181531 -2.587997 -1.741444 0.7 0.0 -0.5 0.016
H 2.043656 4.403210 -3.337206 0.1 0.1 -0.1 0.072
C 1.543807 1.613400 1.167032 0.3 0.1 -0.1 -0.064
H -1.520453 -1.347399 5.016739 -0.1 0.0 0.0 0.109
H -2.684824 1.294682 -0.188153 0.0 0.1 0.0 0.130
C 1.462501 3.975009 -2.523878 -0.1 -0.3 0.0 -0.108
C 1.359381 2.464108 -2.681407 0.2 0.1 -0.1 -0.249
C -2.919410 -1.154941 2.697164 0.0 -0.4 -0.2 -0.144
H -3.355707 1.345645 2.162801 0.0 0.0 -0.1 0.126
H 2.139352 0.048712 -3.641867 0.0 -0.1 0.2 0.123
H -4.014066 -1.987043 -1.006061 0.0 0.0 -0.1 0.134
H 0.751637 2.046076 -1.875228 0.0 -0.1 0.0 0.096
H -1.799116 -2.046038 1.091292 -0.1 0.0 0.1 0.125
H 1.192247 2.307830 0.404332 0.1 0.0 0.0 0.084
N 2.650577 0.376692 -2.826180 -0.1 0.1 -0.4 0.089
H 3.608669 -2.353513 -2.758064 -0.1 0.0 0.1 0.142
```
Forces are in eV/Å.

=====

[3]
Density functional theory data (ωB97M-V/def2-TZVPD) for an isolated molecule of C22H29NO4.

Frontier orbital gap ... 8.32 eV
Highest occupied orbital energy ... -0.3026 Ha
SMILES ... Cc1c(CC(=O)NCCC(C)C)c(=O)oc2cc3c(cc12)CCC(C)(C)O3
Energy above the lowest of the compared OMol25 structures with the same formula, charge and spin ... 0.154 eV
E ... -32966.892 eV

Geometry as XYZ:
```
56
Properties=species:S:1:pos:R:3:forces:R:3:lowdin_charge:R:1
H 4.231370 2.299452 2.974820 -0.1 0.0 0.2 0.119
C 2.301408 -0.568157 5.211450 -0.2 0.1 -0.2 -0.073
H 1.131277 0.293613 3.638292 0.0 0.0 0.0 0.112
H -2.850365 -2.101342 -5.401730 -0.1 0.0 0.0 0.127
O -0.612797 1.980713 2.870035 -0.2 -0.1 -0.4 0.081
H 1.974959 3.316181 -1.031189 0.1 0.1 0.0 0.071
C -1.790189 -3.729608 -3.403910 -0.2 0.3 0.2 -0.002
H 1.306495 2.480753 3.352286 0.0 0.1 -0.2 0.112
O -1.328142 0.711201 1.220517 -0.1 -0.1 0.2 0.147
C -2.140635 -0.702949 -0.451822 0.0 0.1 0.1 0.104
H 0.588125 3.677422 -2.071154 0.0 0.1 -0.1 0.105
H 1.457078 -1.080262 5.666853 -0.1 -0.1 0.1 0.077
H -0.863524 -3.239055 -3.116746 0.1 0.0 0.0 0.086
C -1.345406 0.372700 -0.090043 0.1 -0.2 -0.9 -0.172
H -1.684538 -4.133280 -4.407122 0.0 0.0 -0.1 0.093
H 4.139776 -0.103583 3.328872 0.1 -0.1 0.0 0.118
H 3.389867 2.012222 4.516192 0.1 0.0 0.0 0.114
H 3.099205 0.342854 1.975735 0.1 0.0 -0.1 0.117
O 3.236234 3.406394 1.056111 0.4 0.0 -0.3 0.055
C -2.846586 -1.650081 -4.409574 0.1 0.0 0.2 -0.118
C 2.240420 3.259504 1.736748 -0.6 0.5 0.1 -0.489
H 0.301374 4.115504 2.144502 0.0 0.0 -0.1 0.127
C 3.330732 1.883830 3.433334 0.3 -0.2 -0.2 -0.166
H -0.700471 -1.398539 -4.489138 0.0 0.0 0.0 0.120
C -0.578398 1.065002 -1.043108 -0.3 -0.4 0.2 -0.097
C 3.209476 0.402110 3.061554 -0.2 0.2 0.1 -0.160
H -5.121141 -2.804803 -3.471062 -0.1 0.1 0.0 0.088
C 1.129045 2.882798 -1.556432 0.0 0.0 0.1 -0.007
H -2.713138 -1.222094 0.298418 -0.1 -0.1 0.1 0.138
C 2.032282 -0.320828 3.729139 0.3 -0.2 -0.1 -0.438
N 2.213437 2.653169 2.934883 -0.1 -0.2 0.5 0.079
H 2.454738 0.366172 5.745095 0.0 0.1 0.1 0.067
C -0.615298 1.770854 1.670975 0.1 0.2 0.4 -0.398
H 2.652381 -2.284656 3.063760 0.1 -0.1 0.0 0.080
C -2.965339 -2.747873 -3.346294 -0.1 -0.4 -0.7 -0.546
O -3.013075 -2.160711 -2.040566 -0.2 0.0 0.2 0.019
H 0.973806 4.534559 0.546825 0.1 0.0 0.1 0.125
H -0.139841 1.172932 -3.142447 0.1 0.1 -0.1 0.119
H 1.521916 -1.480881 1.971198 0.0 0.0 -0.1 0.071
C -1.583498 -0.822025 -4.198338 -0.1 -0.1 -0.1 -0.131
C -1.475327 -0.415741 -2.754727 -0.1 -0.2 -0.2 -0.142
C 0.857706 3.743093 1.284181 0.3 -0.1 0.0 -0.035
C -0.681773 0.643632 -2.374382 -0.1 0.0 0.4 0.039
H 3.187727 -1.187431 5.338162 0.1 -0.1 0.0 0.081
H 1.513792 2.192200 -2.301308 0.0 0.0 -0.1 0.082
C 1.771045 -1.647453 3.017536 -0.1 0.3 0.1 -0.078
H -1.608868 0.067787 -4.830920 0.0 0.0 0.0 0.122
C 0.133414 2.560243 0.706352 -0.1 -0.1 -0.5 -0.080
H -1.965557 -4.548729 -2.710966 0.0 -0.1 0.1 0.091
C -2.207608 -1.113166 -1.777410 0.4 0.5 0.3 -0.200
H -4.401817 -4.209518 -2.686571 0.0 -0.1 0.1 0.088
C 0.224500 2.175053 -0.597530 0.0 0.2 0.6 -0.126
H 0.941289 -2.172793 3.484463 -0.1 -0.1 0.0 0.076
C -4.286741 -3.500603 -3.501677 0.3 0.3 0.2 -0.013
H -4.304372 -4.036442 -4.446103 0.0 -0.1 -0.1 0.090
H -3.720430 -0.999341 -4.326019 -0.1 0.0 0.0 0.132
```
Forces are in eV/Å.

=====

[4]
Density functional theory data (ωB97M-V/def2-TZVPD) for a structure of composition C22H29OPt.

Frontier orbital gap (spin up / spin down) ... 8.03 / 5.38 eV
2S+1 ... 5
Highest occupied orbital energy (spin up / spin down) ... -0.3722 / -0.4270 Ha
Charge ... +1
Energy above the lowest of the compared OMol25 structures with the same formula, charge and spin ... 0.000 eV
E ... -28567.910 eV
<S²> ... 6.03

Geometry as XYZ:
```
53
Properties=species:S:1:pos:R:3:forces:R:3:lowdin_spin:R:1
C 2.229677 -0.848367 -2.159966 0.1 0.3 -0.2 0.054
H -4.217226 0.454462 -0.667856 0.3 0.1 0.2 0.014
H 1.571112 -0.707275 -3.023741 0.1 0.0 0.1 0.005
H -1.259711 -3.628937 1.655071 0.0 0.0 -0.2 0.001
C 0.130514 1.536530 -1.488079 -0.1 0.0 -0.2 0.064
H 0.268056 -2.648351 3.124087 0.2 0.0 0.0 0.006
H -1.454342 -2.757700 -2.062170 0.2 0.0 -0.1 0.001
H 3.147657 -0.369549 1.902638 0.1 -0.1 -0.2 0.003
C 0.547048 1.689956 -0.175052 -0.2 0.0 -0.4 0.316
H -0.365507 0.610015 -1.785250 0.1 0.3 -0.1 0.013
H -2.814321 -0.589346 -0.349782 -0.1 0.2 0.0 0.002
H -0.393918 -1.694796 -3.000677 0.0 -0.2 0.1 0.002
C -0.405475 -2.523004 -2.278598 -0.3 0.0 -0.3 0.015
C 1.038793 3.715858 -2.017973 -0.1 -0.2 0.0 -0.008
H 1.804469 -1.758271 3.143770 0.0 -0.2 -0.1 0.004
C 1.437097 3.863946 -0.688484 -0.1 -0.2 0.1 0.016
C -2.110102 1.084208 1.657106 0.2 -1.8 1.2 0.091
H -1.571881 -0.454923 3.112860 0.0 0.1 -0.2 0.024
H 1.253214 4.494924 -2.750926 -0.1 -0.2 0.3 0.000
C 0.330667 -2.163880 -1.039254 -0.6 -0.7 0.7 0.183
C 3.165396 -0.619310 0.838280 0.5 0.3 0.0 0.010
H 1.750771 -3.432300 2.551190 -0.1 0.1 -0.1 0.020
C 1.478424 -1.351347 -0.990111 0.4 0.1 0.0 0.353
C 0.008497 -2.607101 0.258744 0.3 0.3 -1.1 0.274
H 1.434479 2.947917 1.295576 0.1 0.3 -0.3 0.008
H -1.975673 -3.375352 0.049448 0.2 -0.1 0.1 0.007
C -1.038450 -3.595999 0.582458 -0.5 -0.2 0.2 0.035
H -2.464939 3.111866 -0.890964 -0.1 -0.1 0.1 0.011
H 1.969521 4.759477 -0.365294 -0.2 -0.2 -0.1 0.003
C 1.204737 -2.478295 2.578331 -0.3 0.2 0.3 0.054
H 3.004237 -1.565447 -2.465386 -0.1 0.0 0.1 0.023
C 1.158146 2.852908 0.247724 0.3 0.2 -0.1 0.045
H 2.728665 0.105383 -1.956824 -0.1 -0.2 0.0 0.006
O 1.140608 1.532110 3.660503 -1.0 -1.5 -2.2 0.048
H 3.396832 0.300174 0.283019 0.0 -0.2 0.2 0.001
H -2.282117 3.509631 0.823233 -0.2 -0.1 -0.1 0.000
C -1.732763 -0.280612 2.046372 -2.5 0.9 0.2 0.312
C 1.856299 -1.158420 0.391424 -1.0 -0.8 1.1 0.129
C 0.930333 -1.988602 1.201730 2.1 -0.3 -1.4 0.262
C -2.833473 2.879257 0.116574 0.1 0.2 0.2 0.050
H -2.254796 -1.101341 1.549824 0.3 0.1 0.0 0.022
H -0.734442 -4.607363 0.272779 -0.1 0.2 0.1 0.014
H 0.034220 -3.395048 -2.781518 -0.1 0.1 0.1 0.007
H -2.033784 1.853927 2.431270 0.4 -0.1 -0.4 -0.003
H 3.980833 -1.332020 0.655578 -0.1 0.1 0.0 0.003
C 0.359860 2.557711 -2.418757 0.1 -0.1 0.3 0.020
H -3.892068 3.169526 0.152631 0.1 -0.1 -0.1 0.020
C 0.802244 0.916960 2.739380 2.2 2.4 3.6 0.173
Pt 0.160730 0.087960 1.169162 -0.1 0.6 -1.0 0.890
H -2.731946 0.703338 -1.563764 -0.1 0.0 0.2 0.009
C -3.119340 0.440428 -0.569123 0.1 -0.2 -0.3 0.042
H 0.020659 2.423088 -3.447681 0.1 0.1 0.3 0.003
C -2.657519 1.431378 0.446474 -0.6 0.5 -0.5 0.340
```
Forces are in eV/Å.